[1]
ORCA calculation (ωB97M-V/def2-TZVPD) on a structure of composition C5H13B3EuO4 in a non-equilibrium geometry.

Last column: Löwdin spin population.
Element x y z (Å)
C1 2.4193 -1.8648 -0.1985  0.00
O1 2.9347 -0.7555 0.5997  -0.01
C2 2.3765 0.4723 0.2228  -0.01
C3 0.9587 0.8124 0.6433  0.00
C4 0.2186 1.6236 -0.4221  0.00
C5 -1.2850 1.7378 -0.1428  0.00
B1 -1.9474 0.3415 0.1526  0.00
O2 -1.7070 -0.7123 -0.7199  0.00
B2 -2.7169 -1.6703 -0.8178  0.00
O3 -3.4446 -1.9277 0.3089  0.00
B3 -3.6556 -0.9262 1.2307  0.00
O4 -2.7432 0.1252 1.2442  0.00
H1 1.4366 -1.6255 -0.6055  0.00
H2 2.3397 -2.7187 0.4681  0.00
H3 3.1252 -2.1034 -1.0015  0.00
H4 2.4467 0.5468 -0.8956  0.00
H5 3.0378 1.2530 0.6584  0.00
H6 1.0076 1.3722 1.5795  0.00
H7 0.4536 -0.1345 0.8523  0.00
H8 0.6557 2.6274 -0.4740  0.00
H9 0.3702 1.1616 -1.4054  0.00
H10 -1.7592 2.1223 -1.0510  0.00
H11 -1.4943 2.4566 0.6501  0.00
H12 -2.9577 -2.1740 -1.8621  0.00
H13 -4.5794 -0.9316 1.9649  0.00
Eu1 4.5095 0.8918 -0.9794  7.03

Results
Orbital gap (alpha / beta) (eV): 6.21 / 6.44
Multiplicity: 8
HOMO (alpha / beta) (Eh): -0.587 / -0.587
E_tot (eV): -34932.14738
Net charge: +2



[2]
ORCA calculation (ωB97M-V/def2-TZVPD) on a cluster of 6 separate species, C38H84N6O6 in total in a non-equilibrium geometry.

Last column: Mulliken charge in e.
Element x y z (Å)
C1 10.8440 13.7610 11.1813  0.80
O1 9.7608 14.2121 11.5705  -0.76
N1 11.9817 14.4142 11.2705  2.65
N2 10.9186 12.5577 10.6768  1.47
H1 12.6558 13.9105 10.6836  -1.04
H2 11.8051 15.4392 11.1102  -1.50
H3 11.6567 12.1541 10.1189  -0.74
H4 10.0444 11.9973 10.5845  -1.10
C2 6.2934 14.4225 10.8510  -0.75
O2 6.8028 13.1464 11.0935  -0.45
H5 5.2079 14.3732 10.6892  0.33
H6 6.5424 15.1010 11.6648  0.26
H7 6.6577 14.9596 10.0074  0.27
H8 7.7669 13.2874 11.1915  0.23
C3 15.9642 10.3008 10.2143  -1.90
C4 15.0038 11.4003 10.6989  1.62
C5 15.7106 12.6600 11.0776  -0.07
C6 16.3458 13.3078 9.8683  -1.26
C7 15.2218 13.8161 8.9266  -0.47
C8 14.3961 12.5936 8.3745  1.44
N3 13.9351 11.8356 9.6010  0.69
O3 13.0590 10.7280 9.2288  -0.42
C9 13.0992 13.1358 7.7323  -1.93
C10 15.1974 11.7088 7.3767  -1.57
C11 14.2244 10.9935 11.8920  -1.45
H9 15.5081 9.4356 9.7660  0.34
H10 16.5602 10.0281 11.0930  0.48
H11 16.7036 10.6217 9.5212  0.37
H12 14.9443 13.3067 11.4831  -0.94
H13 16.3784 12.4558 11.9341  0.81
H14 16.9664 12.5655 9.3290  0.33
H15 17.0805 14.0547 10.2466  0.37
H16 15.6119 14.3714 8.0273  0.64
H17 14.5541 14.4445 9.4987  -0.33
H18 12.4361 12.3648 7.3807  0.40
H19 12.4844 13.7715 8.3689  0.20
H20 13.3484 13.7870 6.8569  0.53
H21 14.6145 10.8166 7.1630  0.34
H22 15.3801 12.2400 6.4345  0.44
H23 16.1964 11.3741 7.6578  0.27
H24 13.3490 11.6611 11.9133  0.02
H25 14.8027 11.1617 12.8038  0.42
H26 13.9106 9.9766 11.7605  0.40
H27 13.5697 9.9709 8.8556  0.15
C12 15.3872 15.3066 13.7184  -1.99
C13 14.5160 15.2299 14.9890  1.54
C14 14.6374 16.4563 15.8248  -1.04
C15 13.6033 16.5289 16.9483  -0.72
C16 12.1848 16.3652 16.3678  -1.37
C17 11.9902 15.1145 15.5885  2.40
N4 13.1149 15.0492 14.6002  0.98
O4 13.0693 13.8572 13.7451  -0.26
C18 11.8705 13.9393 16.4872  -1.89
C19 10.7414 15.1203 14.7182  -2.39
C20 15.0642 13.9768 15.7582  -1.57
H28 15.2102 16.2101 13.0729  0.23
H29 15.1416 14.4384 13.1182  0.24
H30 16.3988 15.3019 14.0212  0.67
H31 15.6653 16.5944 16.2316  0.37
H32 14.4244 17.3323 15.2244  0.14
H33 13.6884 17.3922 17.5835  0.50
H34 13.7060 15.7285 17.6769  0.34
H35 12.0512 17.1264 15.6319  0.31
H36 11.4497 16.4309 17.1619  0.36
H37 10.8554 13.7187 16.7688  0.52
H38 12.2254 13.0531 15.9665  0.24
H39 12.3790 14.0020 17.4373  0.36
H40 10.5782 14.1422 14.2475  0.50
H41 9.8599 15.2632 15.2839  0.70
H42 10.7690 15.8104 13.8912  -0.05
H43 14.5115 13.8110 16.6602  0.34
H44 16.1254 14.0572 16.0101  0.47
H45 14.9311 13.0687 15.1641  0.14
H46 12.5666 14.2422 12.9796  0.17
C21 12.4786 17.7546 12.4106  -2.06
C22 12.1325 18.2036 10.9970  2.21
C23 13.4027 18.0513 10.1405  -0.96
C24 13.1596 18.1554 8.6181  -1.07
C25 12.0811 17.1790 8.2278  -0.51
C26 10.7511 17.2985 8.9809  1.56
N5 11.0967 17.2084 10.4657  1.09
O5 9.8929 17.2389 11.3014  -0.73
C27 9.9293 18.4825 8.5451  -1.78
C28 10.0143 15.9844 8.6448  -1.71
C29 11.6424 19.6122 11.0057  -1.69
H47 13.0154 16.7822 12.3915  -0.28
H48 11.6524 17.7605 13.0691  0.52
H49 13.2327 18.4764 12.8553  0.57
H50 14.1444 18.7676 10.5356  0.56
H51 13.8318 17.0460 10.2920  -0.07
H52 14.1178 18.0481 8.0492  0.46
H53 12.7448 19.1157 8.3328  0.38
H54 12.5050 16.1562 8.4616  -0.60
H55 11.9741 17.2536 7.1509  0.63
H56 10.5062 19.3961 8.4573  0.34
H57 9.5737 18.3861 7.5320  0.50
H58 9.0309 18.7016 9.1585  0.29
H59 9.6669 16.0445 7.6384  0.75
H60 10.7153 15.1374 8.7487  -0.17
H61 9.2211 15.9090 9.3820  0.45
H62 11.4627 19.9649 9.9998  0.29
H63 12.3503 20.2860 11.4753  0.43
H64 10.7579 19.7116 11.6475  0.36
H65 9.8451 16.3437 11.6734  0.16
C30 9.4119 9.2006 11.7990  -2.08
C31 8.7017 9.0103 10.4553  1.28
C32 7.2114 9.5140 10.5819  -1.41
C33 6.5488 9.4975 9.2215  -0.49
C34 7.2729 10.4889 8.3960  -1.32
C35 8.7710 10.2492 8.1825  1.80
N6 9.3797 9.8249 9.5426  1.49
O6 10.7614 9.4197 9.4462  -0.72
C36 8.9243 9.0802 7.1865  -1.88
C37 9.4347 11.5131 7.7139  -1.83
C38 8.5816 7.4781 10.1754  -1.73
H66 8.9858 8.5558 12.5425  0.60
H67 9.3723 10.2368 12.1124  0.25
H68 10.4490 8.8719 11.7108  0.47
H69 6.7463 8.8996 11.3645  0.31
H70 7.1481 10.5022 11.0085  0.33
H71 5.5221 9.8161 9.3083  0.48
H72 6.6817 8.5298 8.7548  0.32
H73 7.1959 11.4566 8.9290  0.24
H74 6.7961 10.5832 7.4126  0.48
H75 8.4233 8.1585 7.4892  0.34
H76 8.5561 9.3606 6.1955  0.43
H77 9.9925 8.8959 7.2663  0.38
H78 9.1853 12.4171 8.2877  0.27
H79 10.5479 11.4404 7.6348  0.08
H80 9.1080 11.6832 6.7066  0.61
H81 7.6024 7.2682 9.8175  0.39
H82 8.7559 6.9481 11.0981  0.43
H83 9.1827 7.0562 9.3723  0.28
H84 11.3657 10.1680 9.6504  0.42

Results
Orbital gap (eV): 8.48
HOMO (Eh): -0.296
SMILES string: CC1(C)CCCC(C)(C)N1O.CC1(C)CCCC(C)(C)N1O.CC1(C)CCCC(C)(C)N1O.CC1(C)CCCC(C)(C)N1O.NC(N)=O.CO
E_tot (eV): -61989.95012
Net charge: 0



[3]
ORCA calculation (ωB97M-V/def2-TZVPD) on a cluster of 2 separate species, C5H7Br2ClO2 in total in a non-equilibrium geometry.

Last column: Mulliken charge in e.
Element x y z (Å)
C1 -0.0816 -1.4084 0.4662  -0.37
C2 -0.8954 -1.4444 -0.8486  -0.36
C3 -0.1114 0.0672 0.8714  -0.46
C4 -0.6442 0.7267 -0.1137  0.37
C5 -4.5005 -0.0121 -0.3383  0.36
O1 -1.2519 -0.1015 -1.1591  -0.40
O2 -0.9354 1.9991 -0.2568  -0.51
Cl1 -5.0287 -0.4677 -2.0194  -0.11
Br1 -4.4899 -1.5288 0.8877  -0.04
Br2 -5.4585 1.5981 0.4151  -0.09
H1 -0.6604 -1.8619 1.2448  0.22
H2 0.9502 -1.8755 0.4255  0.31
H3 -0.3571 -1.8435 -1.7080  0.22
H4 -1.8892 -1.9255 -1.0307  0.25
H5 0.3679 0.4226 1.7593  0.41
H6 -3.4524 0.4287 -0.4508  -0.15
H7 -0.7992 2.6232 0.4992  0.34

Results
Orbital gap (eV): 8.39
Energy above the lowest of the compared OMol25 structures with the same formula, charge and spin (kJ/mol): 156.8
HOMO (Eh): -0.313
SMILES string: ClC(Br)Br.OC1=CCCO1
E_tot (eV): -161998.69846
Net charge: 0



[4]
ORCA calculation (ωB97M-V/def2-TZVPD) on a structure of composition C5H13BF4PtSe2.

Last column: Mulliken charge in e.
Element x y z (Å)
Pt1 0.3050 -0.1269 0.1230  0.90
C1 1.5447 2.7763 1.1273  -0.77
Se1 2.2659 1.1667 0.3479  0.03
C2 2.2500 1.7230 -1.5312  -0.84
C3 0.9878 2.4163 -2.0070  -0.71
Se2 -0.6011 1.3088 -1.8804  0.01
C4 -1.8275 2.7106 -1.3161  -0.86
H1 2.1013 3.6301 0.7469  0.37
H2 1.6863 2.6846 2.2009  0.37
H3 0.4822 2.8479 0.9150  0.09
H4 2.4369 0.7944 -2.0686  0.39
H5 3.1034 2.3861 -1.6867  0.47
H6 1.1252 2.6896 -3.0519  0.45
H7 0.7763 3.3248 -1.4454  0.34
H8 -1.8395 3.4904 -2.0733  0.38
H9 -1.5297 3.0870 -0.3426  0.25
H10 -2.8045 2.2469 -1.2193  0.29
C5 1.4400 -1.7735 0.0932  -1.09
H11 2.3501 -1.6658 -0.4996  0.32
H12 0.8155 -2.5713 -0.3172  0.31
H13 1.7184 -2.0103 1.1214  0.34
F1 -3.2870 0.9696 0.7911  -0.35
B1 -2.2770 0.4835 1.6044  0.42
F2 -1.1460 1.3802 1.5234  -0.31
F3 -2.6535 0.3164 2.9077  -0.31
F4 -1.7995 -0.7737 1.0447  -0.47

Results
Orbital gap (eV): 7.35
Energy above the lowest of the compared OMol25 structures with the same formula, charge and spin (kJ/mol): 125.5
HOMO (Eh): -0.293
E_tot (eV): -150886.24304
Net charge: 0



Which of these has the lowest E_tot? C5H7Br2ClO2



Please write out number 1 again, unchanged.
ORCA calculation (ωB97M-V/def2-TZVPD) on a structure of composition C5H13B3EuO4 in a non-equilibrium geometry.

Last column: Löwdin spin population.
Element x y z (Å)
C1 2.4193 -1.8648 -0.1985  0.00
O1 2.9347 -0.7555 0.5997  -0.01
C2 2.3765 0.4723 0.2228  -0.01
C3 0.9587 0.8124 0.6433  0.00
C4 0.2186 1.6236 -0.4221  0.00
C5 -1.2850 1.7378 -0.1428  0.00
B1 -1.9474 0.3415 0.1526  0.00
O2 -1.7070 -0.7123 -0.7199  0.00
B2 -2.7169 -1.6703 -0.8178  0.00
O3 -3.4446 -1.9277 0.3089  0.00
B3 -3.6556 -0.9262 1.2307  0.00
O4 -2.7432 0.1252 1.2442  0.00
H1 1.4366 -1.6255 -0.6055  0.00
H2 2.3397 -2.7187 0.4681  0.00
H3 3.1252 -2.1034 -1.0015  0.00
H4 2.4467 0.5468 -0.8956  0.00
H5 3.0378 1.2530 0.6584  0.00
H6 1.0076 1.3722 1.5795  0.00
H7 0.4536 -0.1345 0.8523  0.00
H8 0.6557 2.6274 -0.4740  0.00
H9 0.3702 1.1616 -1.4054  0.00
H10 -1.7592 2.1223 -1.0510  0.00
H11 -1.4943 2.4566 0.6501  0.00
H12 -2.9577 -2.1740 -1.8621  0.00
H13 -4.5794 -0.9316 1.9649  0.00
Eu1 4.5095 0.8918 -0.9794  7.03

Results
Orbital gap (alpha / beta) (eV): 6.21 / 6.44
Multiplicity: 8
HOMO (alpha / beta) (Eh): -0.587 / -0.587
E_tot (eV): -34932.14738
Net charge: +2



net charge of number 2 (C38H84N6O6)? 0



E_tot of number 1 (C5H13B3EuO4)? -34932.14738 eV